ORCA calculation (ωB97M-V/def2-TZVPD) on a cluster of 2 separate species, C30H63OSi4 in total in a non-equilibrium geometry.

Its net charge is +1. The largest force on an atom is 2.8 eV Å⁻¹. As for the energy relative to the best compared isomer or geometry (same formula, charge and spin): 48.0 kJ/mol. For the highest occupied orbital energy, the calculation gives -11.36 eV. The value obtained for the energy is -65685.76330 eV. For the frontier orbital gap, the calculation gives 0.203 hartree.

```
98
Properties=species:S:1:pos:R:3:forces:R:3:lowdin_charge:R:1
C 0.43812 0.78326 -5.76983 1.3 -0.2 -0.1 0.016
O -0.62242 1.15454 -4.86789 -1.9 0.1 1.0 -0.062
C -1.53147 0.31098 -4.43408 0.4 -0.4 -2.8 0.061
C -2.81152 0.31816 -5.07244 0.2 0.6 0.4 -0.164
C -3.50233 -0.90320 -5.29714 -0.4 0.1 0.5 0.023
C -4.69210 -0.90685 -6.01716 0.4 -0.3 0.1 0.002
C -5.23110 0.28390 -6.54572 0.0 -0.5 0.3 -0.207
C -6.51253 0.29732 -7.33484 0.0 0.2 -0.1 -0.018
C -4.54083 1.48007 -6.31759 0.3 0.6 -0.1 -0.006
C -3.34238 1.51627 -5.64117 0.2 -0.4 0.0 0.037
H 0.62308 1.66912 -6.38299 -0.1 -0.2 0.2 0.113
H 1.32212 0.55348 -5.16835 -0.1 0.0 -0.2 0.089
H 0.19543 -0.07437 -6.41596 -0.3 0.3 0.4 0.112
H -1.19386 -0.52626 -3.81038 -0.1 0.2 0.1 0.163
H -3.03776 -1.81944 -4.92746 -0.4 0.1 0.0 0.132
H -5.22053 -1.85132 -6.17114 0.3 0.3 0.0 0.133
H -6.72171 1.31832 -7.66258 -0.1 -0.1 0.1 0.085
H -6.45639 -0.30948 -8.24524 0.2 -0.1 0.2 0.101
H -7.36707 -0.07951 -6.75676 0.3 0.1 0.0 0.105
H -4.95707 2.40957 -6.71207 0.2 -0.3 0.1 0.131
H -2.78453 2.44060 -5.53741 -0.2 0.0 0.1 0.134
C -1.16078 -4.07346 7.27518 0.2 0.1 -0.1 -0.118
C -0.60521 -3.42974 6.00766 -0.3 0.0 -0.1 -0.283
C -1.70218 -3.10398 4.98774 -0.1 0.0 -0.1 -0.275
C -1.14490 -2.66998 3.60800 0.0 -0.2 -0.2 -0.251
Si -1.88312 -1.10178 2.83360 0.4 0.2 0.2 0.490
C -2.91609 -1.57525 1.35288 -0.4 0.0 -0.1 -0.185
C -2.92936 -0.21776 4.11728 -0.2 0.2 0.0 -0.186
C -0.57956 0.14734 2.26005 -0.1 0.1 -0.2 -0.350
Si 0.55633 -0.13667 0.76160 0.2 0.1 0.6 0.481
H -0.10675 0.03671 -0.62323 0.2 0.0 0.7 -0.003
C 1.96838 1.08966 0.99459 0.0 -0.1 -0.1 -0.357
Si 1.60769 2.93939 1.12066 0.1 0.0 0.5 0.482
C 3.27189 3.80331 1.12400 0.2 0.0 -0.2 -0.183
C 0.59713 3.46260 -0.36404 0.0 0.1 -0.3 -0.190
C 0.70552 3.46977 2.71404 0.0 -0.4 -0.3 -0.267
C 1.29113 4.73406 3.34623 -0.1 0.2 0.1 -0.302
C 0.40203 5.31617 4.44869 0.3 0.0 -0.1 -0.281
C 0.98929 6.58978 5.05780 -0.2 -0.1 0.0 -0.118
C 1.21961 -1.88607 0.88726 -0.1 -0.2 0.1 -0.351
Si 2.79762 -2.47465 0.05068 0.1 0.1 0.1 0.483
C 4.27871 -2.46723 1.19856 -0.1 -0.1 0.3 -0.176
C 2.46957 -4.24828 -0.46617 0.1 -0.2 -0.1 -0.182
C 3.30222 -1.45080 -1.44190 -0.3 0.0 0.1 -0.261
C 2.72307 -1.99327 -2.75034 0.2 0.2 -0.1 -0.288
C 3.56947 -1.53504 -3.93089 -0.2 -0.3 -0.1 -0.281
C 3.05260 -2.05497 -5.26866 0.3 0.3 -0.1 -0.110
H -0.33617 -4.33485 7.93881 -0.1 0.0 0.1 0.068
H -1.83042 -3.39780 7.81573 0.0 -0.1 -0.1 0.074
H -1.70764 -4.98936 7.03532 0.0 0.1 0.0 0.072
H -0.07501 -2.49998 6.25711 0.0 -0.2 0.0 0.110
H 0.13092 -4.10164 5.54747 -0.1 0.1 0.0 0.108
H -2.34119 -3.98949 4.83901 0.2 0.2 0.2 0.111
H -2.35951 -2.32734 5.40931 0.2 -0.3 0.0 0.078
H -0.04968 -2.57237 3.66000 -0.2 0.0 0.0 0.058
H -1.34570 -3.48920 2.89365 0.3 0.3 0.1 0.075
H -3.73134 -0.85010 1.22446 0.1 -0.2 -0.1 0.032
H -2.31584 -1.58676 0.43611 -0.1 -0.1 0.1 0.011
H -3.36036 -2.56899 1.49683 0.0 0.2 -0.1 0.034
H -3.06120 0.83487 3.83275 0.0 -0.2 0.0 0.031
H -3.92454 -0.67308 4.19462 0.1 0.1 0.1 0.039
H -2.47319 -0.22748 5.11734 -0.1 0.0 -0.3 0.034
H -1.10119 1.11825 2.12808 0.2 -0.3 0.1 0.034
H 0.09346 0.28321 3.13145 -0.1 0.1 -0.4 0.049
H 2.46951 0.79472 1.93607 -0.1 0.0 -0.3 0.055
H 2.71414 0.96029 0.18957 -0.2 0.1 0.3 0.019
H 3.17129 4.85284 0.82021 0.1 -0.1 0.1 0.036
H 3.73857 3.77724 2.11903 -0.1 0.0 -0.3 0.036
H 3.95258 3.30713 0.42035 -0.1 0.2 0.1 0.031
H 0.43039 4.54865 -0.34887 0.0 -0.2 0.0 0.035
H 1.12996 3.21232 -1.29187 -0.1 0.1 0.1 0.029
H -0.37959 2.96259 -0.38770 0.1 0.1 0.0 0.021
H -0.35672 3.62957 2.47061 0.2 0.0 0.1 0.076
H 0.73976 2.64287 3.43882 -0.1 0.2 -0.1 0.071
H 2.28251 4.51364 3.76808 -0.2 0.1 -0.1 0.107
H 1.45650 5.50831 2.58126 0.0 -0.1 0.1 0.107
H -0.58687 5.53089 4.02614 0.1 0.0 0.1 0.107
H 0.26037 4.55946 5.23118 0.0 0.1 -0.1 0.110
H 0.35152 6.92791 5.87801 0.1 0.1 0.0 0.068
H 1.99517 6.41984 5.45471 -0.1 0.0 -0.1 0.073
H 1.04125 7.39712 4.31793 0.0 -0.1 0.1 0.073
H 1.38263 -2.07895 1.96314 -0.2 0.1 -0.2 0.038
H 0.41991 -2.57522 0.56464 0.1 0.1 0.2 0.034
H 5.20457 -2.59045 0.61769 -0.2 0.0 0.2 0.036
H 4.35090 -1.53367 1.77201 0.1 -0.2 -0.1 0.030
H 4.20481 -3.30506 1.90773 0.1 0.3 -0.1 0.035
H 3.11644 -4.55993 -1.29812 -0.1 -0.1 0.3 0.031
H 2.67059 -4.91372 0.38341 -0.1 0.1 -0.2 0.037
H 1.42292 -4.38979 -0.76667 0.2 0.0 0.0 0.034
H 3.01345 -0.39684 -1.31724 0.1 -0.2 -0.1 0.057
H 4.40296 -1.46820 -1.47073 -0.2 0.0 -0.1 0.083
H 2.68050 -3.09222 -2.73899 0.1 0.3 -0.1 0.085
H 1.68066 -1.65576 -2.86206 0.1 0.0 0.0 0.103
H 3.61027 -0.43819 -3.94506 0.1 -0.1 0.0 0.107
H 4.59717 -1.88814 -3.76739 -0.2 0.1 -0.1 0.115
H 3.80087 -1.85248 -6.03629 -0.2 -0.1 -0.2 0.074
H 2.86454 -3.13118 -5.25113 0.0 0.1 0.0 0.078
H 2.12758 -1.53855 -5.54962 0.0 -0.2 0.0 0.037
```
Forces are in eV/Å.